A molecular structure, C41H36F9N2O2PS2Sn, computed with ωB97M-V/def2-TZVPD.

Last column: Mulliken charge in e.
Positions of all 94 atoms, in Å:
Sn  0.093  -0.796  1.316  0.80
C  -3.110  0.931  2.090  1.73
C  -2.228  1.199  3.179  0.16
C  -2.274  0.087  3.954  1.03
C  -3.112  -1.015  3.225  0.77
C  -3.565  -0.487  2.089  -0.41
C  -4.475  -1.064  1.054  -1.56
C  -3.398  -2.335  3.830  -1.45
C  -1.804  -0.042  5.335  -1.62
C  -1.634  2.535  3.520  -1.83
C  -3.671  1.936  1.203  -1.25
H  -4.062  -0.956  0.049  0.25
H  -5.445  -0.559  1.066  0.35
H  -4.651  -2.122  1.234  0.48
H  -3.712  -2.214  4.871  0.35
H  -2.503  -2.965  3.840  0.21
H  -4.185  -2.857  3.293  0.47
H  -0.930  0.579  5.530  0.41
H  -1.603  -1.078  5.605  0.35
H  -2.601  0.315  6.004  0.38
H  -2.319  3.119  4.138  0.36
H  -1.425  3.118  2.623  0.34
H  -0.706  2.425  4.078  0.46
H  -3.976  1.512  0.246  0.47
H  -3.012  2.794  1.062  0.14
H  -4.592  2.317  1.683  0.49
O  2.799  -0.962  -2.420  -0.51
C  3.835  -1.615  -1.835  0.60
C  4.958  -1.805  -2.630  -0.75
C  6.066  -2.457  -2.132  -0.39
C  6.077  -2.937  -0.826  -0.83
C  4.963  -2.777  -0.041  -0.92
C  3.817  -2.116  -0.522  0.28
C  2.658  -1.991  0.382  0.95
O  1.629  -1.200  0.039  0.09
N  2.647  -2.646  1.489  -0.58
N  1.550  -2.360  2.285  0.04
C  1.431  -3.217  3.255  0.10
S  2.475  -4.586  3.372  0.07
C  1.534  -5.370  4.717  -0.58
C  0.940  -4.290  5.595  -0.71
S  0.231  -3.024  4.497  0.00
H  2.079  -0.894  -1.784  -0.07
H  4.927  -1.441  -3.650  0.48
H  6.922  -2.618  -2.775  0.43
H  6.950  -3.440  -0.435  0.43
H  4.944  -3.160  0.970  0.46
H  2.223  -5.997  5.280  0.41
H  0.765  -5.996  4.271  0.33
H  1.690  -3.808  6.217  0.35
H  0.136  -4.670  6.222  0.39
F  5.316  4.508  -2.296  -0.25
C  5.318  3.218  -1.935  0.74
F  6.057  3.101  -0.826  -0.28
F  5.926  2.527  -2.909  -0.24
C  3.910  2.717  -1.727  0.24
C  3.489  2.294  -0.481  -0.95
C  2.196  1.815  -0.334  0.38
C  1.335  1.725  -1.425  0.27
C  1.763  2.196  -2.664  -0.19
C  3.045  2.692  -2.813  -1.23
P  -0.298  0.950  -1.164  0.83
C  -1.444  2.350  -1.385  1.34
C  -1.151  3.556  -0.747  -1.10
C  -2.067  4.600  -0.761  -0.96
C  -3.283  4.432  -1.404  0.37
C  -3.586  3.239  -2.048  -1.14
C  -2.672  2.195  -2.032  -1.03
C  -4.320  5.529  -1.404  0.74
F  -4.550  5.982  -2.638  -0.24
F  -5.487  5.059  -0.922  -0.25
F  -3.953  6.561  -0.638  -0.28
C  -0.580  -0.133  -2.598  0.76
C  -0.714  0.339  -3.903  -0.04
C  -0.775  -0.550  -4.965  -1.10
C  -0.730  -1.914  -4.726  0.21
C  -0.681  -2.404  -3.430  -1.01
C  -0.603  -1.512  -2.374  -0.48
C  -0.738  -2.903  -5.866  0.68
F  -0.605  -2.301  -7.048  -0.27
F  0.263  -3.783  -5.729  -0.24
F  -1.884  -3.601  -5.880  -0.24
H  4.164  2.331  0.364  0.53
H  1.867  1.499  0.649  0.23
H  1.111  2.176  -3.524  0.36
H  3.379  3.046  -3.781  0.46
H  -0.199  3.686  -0.243  0.51
H  -1.841  5.536  -0.267  0.54
H  -4.540  3.126  -2.549  0.46
H  -2.916  1.264  -2.529  0.51
H  -0.783  1.401  -4.103  0.53
H  -0.853  -0.181  -5.979  0.53
H  -0.693  -3.473  -3.257  0.45
H  -0.539  -1.897  -1.365  -0.11

Calculated values
DFT total energy: -4094.28299 Ha
Energy above the lowest of the compared OMol25 structures with the same formula, charge and spin: 0.0 kJ/mol
E_HOMO: -12.58 eV
F_max: 0.887 eV Å⁻¹
Total charge: +2

=====

A molecular structure, C41H36N4O4S3Tl at a distorted geometry, computed with ωB97M-V/def2-TZVPD.

Last column: Mulliken charge in e.
Positions of all 89 atoms, in Å:
Tl  0.513  -1.423  -0.300  1.22
C  0.555  6.010  -1.146  -0.67
O  -0.347  5.955  -0.054  -0.43
C  0.166  5.340  1.052  0.86
C  -0.616  5.559  2.197  -0.72
C  -0.212  5.026  3.402  0.00
C  0.947  4.293  3.525  -0.05
C  1.731  4.156  2.429  -0.16
C  1.327  4.622  1.179  -0.26
N  1.241  3.910  4.944  -0.58
N  1.578  2.780  5.202  -0.52
C  1.592  1.691  4.216  0.02
C  2.760  0.973  4.312  -0.48
C  3.096  0.080  3.266  -1.14
C  2.091  -0.241  2.334  0.28
O  2.273  -1.156  1.451  -0.40
C  0.804  0.476  2.361  0.17
N  -0.102  0.187  1.423  0.70
C  -1.305  0.657  1.573  0.09
C  -1.692  1.506  2.586  -1.69
C  -0.833  1.913  3.526  -0.65
C  0.506  1.438  3.352  0.76
H  -0.074  6.454  -1.908  0.30
H  1.039  5.123  -1.573  0.13
H  1.355  6.748  -0.873  0.38
H  -1.505  6.163  1.977  0.36
H  -0.801  5.183  4.290  0.38
H  2.689  3.631  2.431  0.30
H  1.869  4.505  0.212  0.10
H  3.420  1.270  5.103  0.46
H  4.060  -0.426  3.241  0.44
H  -1.955  0.504  0.721  0.33
H  -2.719  1.941  2.532  0.36
H  -1.035  2.618  4.318  0.69
C  -1.872  -4.093  -3.387  -1.38
C  -1.674  -2.654  -2.912  0.21
O  -0.660  -2.023  -3.186  -0.61
C  -2.887  -2.091  -2.166  0.46
C  -4.067  -1.833  -2.856  -0.16
C  -5.191  -1.417  -2.257  -0.78
C  -5.129  -1.250  -0.843  -0.73
C  -3.937  -1.438  -0.152  -0.42
C  -2.711  -1.876  -0.759  0.02
O  -1.605  -2.171  -0.137  0.03
H  -1.009  -4.411  -4.000  0.33
H  -2.812  -4.380  -3.884  0.38
H  -1.891  -4.733  -2.511  0.32
H  -4.126  -1.982  -3.920  0.47
H  -6.090  -1.369  -2.860  0.44
H  -6.050  -1.147  -0.275  0.38
H  -3.983  -1.369  0.938  0.40
S  2.512  2.480  -2.112  -0.26
C  3.623  1.331  -1.348  -0.63
C  3.013  0.198  -0.991  -0.65
C  1.595  0.191  -1.246  -0.70
C  1.157  1.347  -1.866  0.89
C  -0.241  1.658  -2.263  0.54
C  -0.463  2.475  -3.368  -0.89
C  -1.776  2.630  -3.676  -0.46
C  -2.792  1.956  -3.040  -1.50
C  -2.471  1.232  -1.899  -0.20
N  -1.199  1.098  -1.507  0.46
H  4.599  1.659  -1.272  0.59
H  3.597  -0.572  -0.473  0.33
H  0.309  3.074  -3.861  0.53
H  -1.925  3.385  -4.427  0.39
H  -3.767  2.133  -3.390  0.52
H  -3.218  0.720  -1.364  0.69
C  -2.791  -4.719  2.219  -0.25
S  -2.204  -3.446  3.404  -0.18
C  -0.581  -3.126  2.704  0.22
H  -2.045  -5.644  2.388  0.20
H  -2.571  -4.299  1.259  -0.24
H  -3.819  -4.984  2.373  0.37
H  -0.857  -2.540  1.819  -0.66
H  0.069  -3.965  2.368  0.38
H  -0.088  -2.606  3.471  0.22
S  1.145  -3.942  -0.174  -0.38
C  2.642  -4.001  -1.151  0.35
C  2.644  -4.524  -2.452  -0.40
C  3.833  -4.613  -3.131  -0.38
C  5.017  -4.144  -2.647  -0.60
C  5.065  -3.666  -1.310  -0.39
C  3.881  -3.595  -0.574  -0.44
H  1.660  -4.796  -2.859  0.31
H  3.837  -5.056  -4.156  0.25
H  5.935  -4.081  -3.148  0.44
H  5.980  -3.183  -0.906  0.32
H  3.971  -3.292  0.469  0.29

Calculated values
DFT total energy: -3470.93201 Ha
Energy above the lowest of the compared OMol25 structures with the same formula, charge and spin: 183.8 kJ/mol
E_HOMO: -4.47 eV
F_max: 3.594 eV Å⁻¹
Total charge: -1

=====

A molecular structure, C41H36N6O6PTa at a distorted geometry, computed with ωB97M-V/def2-TZVPD.

Last column: Mulliken charge in e.
Positions of all 91 atoms, in Å:
Ta  -0.275  0.461  0.211  3.73
C  1.001  2.288  2.988  -1.05
O  0.687  0.985  2.432  -0.19
C  0.863  -0.104  3.258  0.05
C  1.734  -0.137  4.330  -0.76
C  1.817  -1.302  5.077  -0.86
C  1.033  -2.407  4.760  -0.90
C  0.151  -2.349  3.696  -0.18
C  0.075  -1.187  2.945  0.32
N  -0.817  -0.982  1.843  1.03
N  -1.869  -1.694  1.924  -0.84
C  -2.983  -1.546  1.181  0.25
C  -3.194  -0.442  0.341  0.69
O  -2.168  0.371  0.134  -0.48
C  -4.443  -0.160  -0.209  -1.13
C  -5.476  -1.017  0.044  -0.86
C  -5.336  -2.165  0.868  0.55
C  -6.435  -3.011  1.123  -0.93
C  -6.292  -4.098  1.941  -0.62
C  -5.042  -4.375  2.523  -0.75
C  -3.954  -3.574  2.281  -0.36
C  -4.083  -2.448  1.454  0.63
H  0.559  2.352  3.980  0.54
H  2.077  2.427  3.026  0.23
H  0.555  3.023  2.334  0.09
H  2.334  0.726  4.587  0.54
H  2.497  -1.343  5.918  0.49
H  1.111  -3.315  5.343  0.45
H  -0.472  -3.194  3.429  0.59
H  -4.558  0.712  -0.839  0.57
H  -6.446  -0.819  -0.398  0.43
H  -7.392  -2.786  0.667  0.44
H  -7.137  -4.744  2.142  0.42
H  -4.937  -5.233  3.174  0.44
H  -2.996  -3.801  2.726  0.44
N  -1.960  3.972  0.320  -0.49
N  -0.897  4.134  -0.575  0.04
C  0.035  3.183  -0.716  -0.58
O  0.810  3.090  -1.623  -0.57
O  0.085  2.255  0.349  0.20
H  -2.785  3.682  -0.194  0.22
H  -2.146  4.854  0.779  0.26
H  -1.021  4.709  -1.397  0.29
C  3.862  -0.874  -4.382  -0.70
C  3.086  -1.800  -3.695  -0.73
C  2.616  -1.508  -2.426  -0.53
C  2.917  -0.278  -1.834  1.05
C  3.693  0.647  -2.523  -0.66
C  4.164  0.345  -3.795  -0.80
P  2.371  -0.045  -0.110  2.07
C  3.331  1.289  0.672  1.53
C  4.008  1.045  1.868  -1.04
C  4.754  2.050  2.468  -0.79
C  4.821  3.310  1.890  -0.82
C  4.117  3.571  0.722  -1.20
C  3.371  2.569  0.116  -0.87
C  3.000  -1.573  0.651  0.17
C  2.158  -2.595  1.074  -0.12
C  2.691  -3.768  1.595  -0.86
C  4.063  -3.929  1.681  -0.80
C  4.911  -2.925  1.220  -0.89
C  4.386  -1.756  0.701  -0.66
H  4.244  -1.110  -5.367  0.44
H  2.867  -2.762  -4.140  0.46
H  2.051  -2.254  -1.881  0.47
H  3.953  1.596  -2.081  0.39
H  4.778  1.066  -4.319  0.48
H  3.964  0.070  2.335  0.47
H  5.291  1.842  3.385  0.47
H  5.420  4.086  2.349  0.44
H  4.150  4.556  0.274  0.50
H  2.805  2.796  -0.774  0.43
H  1.089  -2.502  0.962  0.58
H  2.028  -4.560  1.923  0.49
H  4.478  -4.839  2.093  0.45
H  5.985  -3.059  1.259  0.48
H  5.054  -0.990  0.325  0.58
C  -1.963  1.085  -5.150  -1.10
N  -1.388  0.320  -4.029  0.15
C  -1.090  -1.001  -4.189  -0.19
C  -0.648  -1.805  -3.195  -1.19
C  -0.424  -1.173  -1.953  0.13
O  -0.145  -1.686  -0.826  -0.61
N  -0.525  0.181  -1.871  0.24
C  -1.242  0.938  -2.790  0.13
O  -1.720  2.015  -2.517  -0.61
H  -1.211  1.225  -5.925  0.37
H  -2.278  2.051  -4.776  0.33
H  -2.821  0.557  -5.557  0.39
H  -1.272  -1.390  -5.183  0.55
H  -0.495  -2.864  -3.331  0.60

Calculated values
DFT total energy: -2761.99462 Ha
Energy above the lowest of the compared OMol25 structures with the same formula, charge and spin: 153.2 kJ/mol
E_HOMO: -13.24 eV
F_max: 2.985 eV Å⁻¹
Total charge: +2